Record 1
{
  "formula": "C8H12N3O",
  "method": "ωB97M-V with the def2-TZVPD basis set",
  "species": ["C", "C", "C", "C", "C", "C", "C", "C", "N", "N", "N", "O", "H", "H", "H", "H", "H", "H", "H", "H", "H", "H", "H", "H"],
  "coordinates": [[2.85, -1.49, 0.20], [3.04, -0.25, -0.26], [1.51, -1.81, 0.58], [1.82, 0.75, -0.38], [0.40, -1.05, 0.59], [0.53, 0.32, 0.25], [-3.40, -1.04, 0.10], [-0.30, 2.49, 0.16], [-2.39, -1.39, -0.51], [-0.49, 1.11, 0.40], [-4.12, -0.72, 1.00], [-2.06, -0.75, -1.74], [3.62, -2.28, 0.13], [4.05, 0.17, -0.34], [1.23, -2.81, 0.83], [1.67, 0.90, -1.55], [-0.68, -1.40, 0.84], [-1.11, 3.16, 0.07], [0.39, 2.93, 0.97], [0.21, 2.71, -0.79], [2.25, 1.67, 0.04], [-4.95, -0.97, 1.49], [-1.35, 0.60, 0.34], [-2.69, -0.85, -2.43]],
  "e_lumo_ev": -4.39,
  "total_energy_ha": -551.1391,
  "largest_force_ha_per_bohr": 0.063,
  "orbital_gap_ev": 8.6,
  "charge": 1
}

---

Record 2
{
  "formula": "C41H42ClN4O4PtS3Si",
  "method": "ωB97M-V with the def2-TZVPD basis set",
  "species": ["Pt", "C", "C", "C", "C", "C", "C", "Si", "C", "C", "C", "C", "C", "C", "H", "H", "H", "H", "H", "H", "H", "H", "H", "H", "H", "O", "C", "C", "C", "C", "C", "S", "C", "C", "C", "C", "S", "C", "C", "C", "C", "S", "H", "H", "H", "H", "H", "H", "H", "H", "H", "O", "N", "O", "C", "C", "C", "C", "C", "O", "C", "C", "C", "C", "C", "C", "Cl", "C", "C", "C", "N", "C", "N", "C", "N", "H", "H", "H", "H", "H", "H", "H", "H", "H", "H", "H", "H", "H", "H", "H", "H", "H", "H", "H", "H", "H", "H"],
  "coordinates": [[1.53, 1.53, 1.12], [6.44, -0.55, 3.97], [6.85, -0.44, 2.65], [6.04, 0.21, 1.74], [4.81, 0.76, 2.12], [4.43, 0.65, 3.45], [5.23, 0.00, 4.37], [3.83, 1.61, 0.77], [4.01, 0.67, -0.82], [3.75, -0.71, -0.87], [4.02, -1.44, -2.01], [4.55, -0.81, -3.12], [4.81, 0.55, -3.10], [4.53, 1.29, -1.95], [7.06, -1.07, 4.69], [7.79, -0.86, 2.34], [6.37, 0.28, 0.71], [3.49, 1.07, 3.77], [4.91, -0.09, 5.40], [4.31, 2.99, 0.58], [3.36, -1.22, 0.00], [3.83, -2.50, -2.04], [4.77, -1.38, -4.02], [5.22, 1.05, -3.96], [4.72, 2.35, -1.94], [1.27, 1.17, 3.05], [0.50, 0.22, 3.67], [0.57, 0.58, 5.16], [-0.09, 0.03, 6.26], [0.22, 0.71, 7.45], [1.08, 1.76, 7.23], [1.51, 1.93, 5.60], [-0.98, 0.46, 3.41], [-1.51, 1.67, 3.03], [-2.91, 1.63, 2.89], [-3.43, 0.41, 3.17], [-2.22, -0.71, 3.62], [0.95, -1.18, 3.39], [1.61, -1.60, 2.27], [1.88, -2.99, 2.27], [1.43, -3.60, 3.39], [0.68, -2.50, 4.46], [-0.76, -0.81, 6.19], [-0.16, 0.45, 8.42], [1.47, 2.43, 7.97], [-0.89, 2.54, 2.87], [-3.51, 2.48, 2.59], [-4.45, 0.10, 3.15], [1.93, -0.93, 1.47], [2.39, -3.50, 1.48], [1.49, -4.64, 3.66], [1.69, 3.67, 1.35], [1.69, 3.81, 0.15], [1.75, 2.66, -0.40], [-2.42, 2.72, -3.68], [-3.00, 1.31, -3.82], [-1.85, 0.30, -3.81], [-3.66, 1.24, -5.21], [-4.07, 1.06, -2.70], [-5.09, 2.07, -2.84], [-4.85, -0.28, -2.75], [-4.39, -1.59, -2.09], [-3.38, -2.42, -2.84], [-2.22, -2.88, -2.22], [-1.30, -3.65, -2.90], [-1.54, -3.97, -4.23], [-0.37, -4.91, -5.10], [-2.70, -3.56, -4.86], [-3.61, -2.80, -4.16], [-3.62, 1.47, -1.27], [-2.41, 0.93, -0.68], [-1.24, 1.54, -0.55], [-0.41, 0.78, 0.16], [-1.16, -0.30, 0.47], [-2.38, -0.24, 0.00], [-1.92, 2.99, -4.61], [-1.68, 2.79, -2.90], [-3.20, 3.46, -3.49], [-1.08, 0.64, -4.50], [-2.17, -0.68, -4.15], [-1.39, 0.17, -2.84], [-2.89, 1.32, -5.97], [-4.36, 2.05, -5.37], [-4.18, 0.29, -5.39], [-5.57, 1.91, -3.67], [-5.08, -0.49, -3.80], [-5.80, -0.03, -2.29], [-5.29, -2.20, -1.99], [-4.03, -1.41, -1.08], [-2.05, -2.64, -1.18], [-0.40, -3.99, -2.42], [-2.89, -3.85, -5.89], [-4.53, -2.50, -4.65], [-4.44, 1.24, -0.58], [-3.49, 2.55, -1.28], [-1.00, 2.49, -0.97], [-0.80, -1.12, 1.06]],
  "e_lumo_ev": [-6.19, -6.21],
  "total_energy_ha": -4170.6888,
  "largest_force_ha_per_bohr": 0.092,
  "orbital_gap_ev": [4.3, 4.2],
  "charge": 1
}

---

Record 3
{
  "formula": "C4H6OS2",
  "method": "ωB97M-V with the def2-TZVPD basis set",
  "species": ["C", "C", "C", "C", "H", "H", "H", "H", "H", "H", "O", "S", "S"],
  "coordinates": [[0.32, -1.14, -0.11], [1.42, -0.89, -0.99], [1.84, 0.39, -0.33], [-0.64, 0.10, -0.21], [0.53, -0.44, 1.70], [-0.48, -1.86, -0.59], [1.02, -0.85, -2.09], [2.30, -1.56, -1.01], [2.33, 1.01, -1.14], [2.31, 0.17, 0.64], [0.40, -1.36, 1.43], [0.41, 1.51, 0.32], [-2.21, -0.03, -0.26]],
  "e_lumo_ev": -0.38,
  "smiles": "O[C@@H]1CCSC1=S",
  "total_energy_ha": -1027.5316,
  "largest_force_ha_per_bohr": 0.155,
  "orbital_gap_ev": 8.5
}

---

Record 4
{
  "formula": "C5H7NO",
  "method": "ωB97M-V with the def2-TZVPD basis set",
  "species": ["O", "C", "C", "C", "C", "C", "N", "H", "H", "H", "H", "H", "H", "H"],
  "coordinates": [[0.88, -1.70, 1.28], [0.20, -1.69, 0.26], [-0.81, -0.83, -0.33], [-1.02, 0.55, 0.03], [0.19, 1.25, 0.64], [0.87, 0.83, -0.64], [-0.34, 0.33, -1.29], [0.03, -2.75, 0.00], [-1.65, -1.40, -0.72], [-2.04, 0.93, 0.06], [0.60, 0.86, 1.58], [0.03, 2.33, 0.72], [1.60, -0.19, -0.30], [1.46, 1.49, -1.28]],
  "e_lumo_ev": 0.37,
  "total_energy_ha": -324.5718,
  "largest_force_ha_per_bohr": 0.103,
  "orbital_gap_ev": 10.1
}

---

Record 5
{
  "formula": "C34H37N9PPm",
  "method": "ωB97M-V with the def2-TZVPD basis set",
  "species": ["Pm", "C", "N", "C", "C", "N", "C", "P", "C", "N", "C", "C", "N", "C", "C", "N", "C", "C", "N", "C", "H", "H", "H", "H", "H", "H", "H", "H", "H", "H", "H", "H", "H", "H", "H", "C", "C", "C", "C", "C", "C", "C", "N", "C", "N", "C", "C", "C", "C", "C", "C", "C", "N", "C", "C", "C", "C", "C", "C", "C", "H", "H", "H", "H", "H", "H", "H", "H", "H", "H", "H", "H", "H", "H", "H", "H", "H", "H", "H", "H", "H", "H"],
  "coordinates": [[-0.38, 0.12, 0.14], [-4.39, -3.50, -1.70], [-3.48, -2.39, -1.91], [-3.61, -1.42, -2.87], [-2.58, -0.55, -2.68], [-1.82, -0.96, -1.62], [-2.38, -2.09, -1.18], [-1.81, -3.09, 0.24], [-2.26, -1.77, 1.57], [-2.57, -0.42, 1.14], [-3.24, 0.17, 2.17], [-3.36, -0.33, 3.43], [-2.48, -1.42, 3.93], [-1.88, -1.06, 5.25], [-0.03, -3.01, -0.16], [0.69, -1.94, -0.52], [1.94, -2.40, -0.85], [1.96, -3.75, -0.71], [0.73, -4.13, -0.27], [0.30, -5.50, -0.03], [-5.09, -3.55, -2.53], [-4.96, -3.35, -0.78], [-3.85, -4.44, -1.64], [-4.41, -1.44, -3.59], [-2.34, 0.34, -3.24], [-3.75, 1.10, 1.96], [-3.97, 0.13, 4.20], [-1.37, -0.11, 5.15], [-1.19, -1.84, 5.57], [-2.68, -0.96, 5.98], [2.71, -1.73, -1.18], [2.75, -4.46, -0.88], [1.17, -6.13, 0.09], [-0.29, -5.87, -0.87], [-0.30, -5.55, 0.88], [3.42, -0.36, 6.63], [4.45, -0.26, 5.54], [5.80, -0.14, 5.83], [6.76, -0.04, 4.83], [6.37, -0.09, 3.50], [5.03, -0.24, 3.18], [4.07, -0.31, 4.19], [2.69, -0.49, 3.88], [2.06, -0.04, 2.76], [2.45, 1.18, 2.38], [2.38, 1.98, 1.20], [1.41, 1.79, 0.21], [1.51, 2.65, -0.90], [2.49, 3.62, -1.02], [3.39, 3.80, 0.01], [3.35, 2.99, 1.14], [4.34, 3.24, 2.26], [1.07, -0.74, 2.20], [0.94, -2.09, 2.63], [2.01, -2.99, 2.62], [1.85, -4.29, 3.07], [0.61, -4.74, 3.51], [-0.47, -3.89, 3.48], [-0.32, -2.57, 3.06], [-1.44, -1.61, 2.88], [3.86, -0.15, 7.60], [2.99, -1.37, 6.67], [2.61, 0.35, 6.46], [6.11, -0.10, 6.87], [7.80, 0.06, 5.08], [7.10, -0.02, 2.71], [4.72, -0.29, 2.14], [2.24, -1.24, 4.38], [3.13, 1.56, 3.03], [0.79, 2.57, -1.72], [2.54, 4.25, -1.90], [4.14, 4.58, -0.06], [4.94, 4.11, 2.03], [5.02, 2.40, 2.40], [3.83, 3.44, 3.21], [2.98, -2.65, 2.27], [2.70, -4.96, 3.07], [0.50, -5.76, 3.86], [-1.45, -4.24, 3.80], [-3.00, -2.29, 4.07], [-3.22, -2.23, 1.88], [-0.98, -0.63, 2.83]],
  "e_lumo_ev": [-4.92, -4.87],
  "total_energy_ha": -2759.9100,
  "largest_force_ha_per_bohr": 0.014,
  "orbital_gap_ev": [7.7, 7.8],
  "charge": 2,
  "s2": 6.01,
  "spin_multiplicity": 5
}

---

Record 6
{
  "formula": "C5H13NO2",
  "method": "ωB97M-V with the def2-TZVPD basis set",
  "species": ["C", "C", "N", "C", "C", "C", "O", "H", "H", "H", "H", "H", "H", "H", "H", "H", "H", "H", "H", "H", "O"],
  "coordinates": [[-2.41, 1.17, -1.49], [-1.22, 0.85, -0.57], [-0.25, -0.06, -1.19], [1.89, -1.19, -1.31], [1.18, 0.07, -0.86], [1.48, 0.42, 0.59], [2.42, -0.10, 1.13], [-2.14, 1.57, -2.48], [-2.86, 0.22, -1.81], [-3.09, 1.92, -1.10], [-0.79, 1.78, -0.22], [-1.71, 0.45, 0.33], [-0.64, -0.99, -1.02], [1.29, -2.05, -1.00], [2.91, -1.25, -0.96], [1.87, -1.29, -2.40], [1.59, 0.93, -1.42], [0.92, 1.25, 1.02], [-0.89, -1.17, 4.64], [0.39, -1.66, 5.29], [0.04, -0.87, 4.82]],
  "e_lumo_ev": 0.69,
  "smiles": "CCN[C@H](C)C=O.O",
  "total_energy_ha": -403.4989,
  "largest_force_ha_per_bohr": 0.034,
  "orbital_gap_ev": 9.4
}

---

Record 7
{
  "formula": "C4H6O6",
  "method": "ωB97M-V with the def2-TZVPD basis set",
  "species": ["C", "C", "C", "C", "O", "O", "O", "O", "O", "O", "H", "H", "H", "H", "H", "H"],
  "coordinates": [[-0.96, 0.51, -0.07], [0.24, 1.24, -0.60], [-0.98, -0.83, 0.09], [1.78, -0.23, 0.31], [-2.09, 1.16, 0.34], [1.37, 0.51, -0.74], [-2.05, -1.45, 0.60], [-0.09, -1.75, -0.45], [1.43, -0.12, 1.46], [2.86, -0.92, -0.01], [-0.03, 1.90, -1.55], [0.35, 2.08, 0.15], [-2.69, -0.79, 0.96], [0.12, -2.37, 0.26], [-2.23, 2.07, 0.20], [2.97, -1.02, -0.95]],
  "e_lumo_ev": 0.48,
  "smiles": "O=C(O)OCC(O)=C(O)O",
  "total_energy_ha": -607.4238,
  "largest_force_ha_per_bohr": 0.105,
  "orbital_gap_ev": 8.3
}

---

Record 8
{
  "formula": "H4O2",
  "method": "ωB97M-V with the def2-TZVPD basis set",
  "species": ["H", "H", "H", "H", "O", "O"],
  "coordinates": [[0.32, -1.54, 0.10], [1.43, -1.17, 1.14], [-1.15, 1.19, -1.29], [-0.34, 0.94, -0.03], [0.94, -0.80, 0.41], [-1.21, 1.38, -0.33]],
  "e_lumo_ev": 0.64,
  "smiles": "O.O",
  "total_energy_ha": -152.8674,
  "largest_force_ha_per_bohr": 0.052,
  "orbital_gap_ev": 11.7
}

---

Record 9
{
  "formula": "C2H11N2",
  "method": "ωB97M-V with the def2-TZVPD basis set",
  "species": ["N", "H", "H", "H", "H", "C", "C", "N", "H", "H", "H", "H", "H", "H", "H"],
  "coordinates": [[-2.38, -0.74, -1.23], [-3.21, -0.22, -1.41], [-2.00, -0.66, -2.23], [-0.70, -0.42, 0.22], [-2.42, -1.84, -1.27], [1.87, 0.46, -0.24], [0.94, 0.82, 0.88], [-0.06, -0.20, 1.05], [2.75, 1.18, -0.36], [2.48, -0.43, 0.02], [1.28, 0.53, -1.24], [1.42, 0.83, 1.89], [0.43, 1.81, 0.74], [-0.67, -0.01, 1.95], [0.29, -1.11, 1.21]],
  "e_lumo_ev": -3.44,
  "total_energy_ha": -192.0360,
  "largest_force_ha_per_bohr": 0.098,
  "orbital_gap_ev": 11.5,
  "charge": 1
}

---

Record 10
{
  "formula": "C6H10N2",
  "method": "ωB97M-V with the def2-TZVPD basis set",
  "species": ["C", "C", "C", "C", "C", "C", "H", "H", "H", "H", "H", "H", "H", "H", "H", "H", "N", "N"],
  "coordinates": [[1.84, 0.69, 0.03], [0.28, -0.96, -0.03], [-0.27, 0.06, 0.97], [-1.80, -0.05, 0.75], [-0.33, 0.05, -1.01], [0.36, 1.07, -0.02], [2.42, 1.11, -0.76], [2.32, 0.96, 1.00], [2.17, -1.29, 0.68], [-0.06, -1.97, -0.09], [0.05, 0.02, 2.00], [-2.37, 0.92, 1.21], [-2.20, -0.94, 1.18], [-2.37, 0.60, -1.14], [-0.10, 0.13, -2.04], [-0.04, 2.11, 0.07], [1.75, -0.86, -0.13], [-1.80, -0.11, -0.77]],
  "e_lumo_ev": 1.11,
  "total_energy_ha": -344.0544,
  "largest_force_ha_per_bohr": 0.059,
  "orbital_gap_ev": 9.7
}

---

Record 11
{
  "formula": "C30H59FN5O9P2S",
  "method": "ωB97M-V with the def2-TZVPD basis set",
  "species": ["C", "P", "O", "N", "C", "O", "C", "S", "O", "O", "F", "C", "C", "C", "C", "C", "C", "C", "C", "C", "C", "C", "C", "C", "C", "O", "C", "P", "N", "O", "H", "H", "H", "H", "H", "H", "H", "H", "H", "H", "H", "H", "H", "H", "H", "H", "H", "H", "H", "H", "H", "H", "H", "H", "H", "H", "C", "C", "C", "O", "C", "N", "H", "H", "H", "H", "H", "H", "H", "H", "H", "H", "H", "C", "C", "C", "O", "C", "N", "H", "H", "H", "H", "H", "H", "H", "H", "H", "H", "H", "C", "C", "C", "O", "C", "N", "H", "H", "H", "H", "H", "H", "H", "H", "H", "H", "H"],
  "coordinates": [[-2.48, 3.25, -4.52], [-3.41, 1.82, -5.19], [-2.77, 1.45, -6.62], [-2.83, 0.50, -3.99], [-3.79, -0.04, -3.23], [-5.04, 0.41, -3.40], [-3.51, -1.04, -2.30], [-4.89, -1.67, -1.36], [-4.69, -3.01, -0.97], [-5.15, -0.68, -0.36], [-6.06, -1.65, -2.36], [-2.20, -1.47, -2.10], [-1.85, -2.52, -1.09], [-1.96, -2.02, 0.37], [-1.33, -0.67, 0.68], [0.17, -0.67, 0.87], [0.77, -1.54, 1.79], [2.15, -1.50, 1.98], [2.95, -0.62, 1.27], [2.36, 0.25, 0.36], [0.98, 0.22, 0.17], [-1.17, -0.87, -2.89], [0.25, -1.31, -2.69], [0.72, -2.47, -3.62], [2.04, -2.21, -4.35], [2.96, -3.26, -4.06], [-1.53, 0.09, -3.83], [-0.33, 0.94, -4.97], [0.91, 1.45, -3.93], [0.23, -0.36, -5.73], [-3.19, 4.08, -4.45], [-1.62, 3.51, -5.12], [-2.17, 3.03, -3.50], [-1.88, 1.81, -6.72], [-5.32, 0.92, -2.62], [-0.87, -2.93, -1.29], [-2.54, -3.35, -1.22], [-1.55, -2.78, 1.03], [-3.02, -1.95, 0.61], [-1.58, 0.11, -0.05], [-1.77, -0.33, 1.62], [0.13, -2.22, 2.33], [2.60, -2.17, 2.70], [4.02, -0.61, 1.41], [2.99, 0.95, -0.18], [0.56, 0.92, -0.53], [0.39, -1.62, -1.66], [0.91, -0.46, -2.81], [-0.09, -2.71, -4.31], [0.87, -3.35, -3.00], [2.46, -1.27, -4.00], [1.89, -2.17, -5.42], [3.14, -3.73, -4.88], [1.51, 2.14, -4.37], [0.63, 1.73, -3.00], [0.78, -0.11, -6.50], [0.93, -1.10, 7.90], [1.53, -1.28, 6.51], [2.52, -0.18, 6.11], [1.92, 1.04, 5.74], [1.57, 1.89, 6.83], [0.43, -1.40, 5.54], [0.17, -0.32, 7.92], [0.46, -2.02, 8.23], [1.71, -0.84, 8.63], [2.08, -2.22, 6.51], [3.06, -0.52, 5.22], [3.28, -0.02, 6.89], [2.29, 1.81, 7.65], [0.57, 1.66, 7.19], [1.57, 2.91, 6.46], [0.83, -1.62, 4.63], [0.03, -0.48, 5.42], [-4.62, 2.93, 9.86], [-4.05, 3.02, 8.45], [-3.06, 1.90, 8.10], [-1.78, 2.05, 8.67], [-1.65, 1.61, 10.01], [-3.47, 4.35, 8.26], [-3.90, 3.26, 10.61], [-5.50, 3.57, 9.95], [-4.92, 1.91, 10.10], [-4.89, 2.92, 7.75], [-2.91, 1.91, 7.02], [-3.48, 0.91, 8.35], [-2.28, 0.74, 10.21], [-1.89, 2.41, 10.71], [-0.61, 1.33, 10.17], [-3.19, 4.46, 7.29], [-2.60, 4.38, 8.78], [3.62, -2.06, -8.25], [3.06, -0.69, -8.64], [3.99, 0.14, -9.53], [5.07, 0.74, -8.84], [6.19, -0.10, -8.63], [2.69, 0.03, -7.41], [4.39, -1.98, -7.48], [2.83, -2.69, -7.85], [4.05, -2.56, -9.11], [2.14, -0.87, -9.21], [3.41, 0.97, -9.93], [4.35, -0.45, -10.38], [6.35, -0.78, -9.46], [6.11, -0.66, -7.70], [7.07, 0.55, -8.55], [2.24, 0.91, -7.69], [3.55, 0.34, -6.97]],
  "e_lumo_ev": -4.13,
  "total_energy_ha": -3309.9453,
  "largest_force_ha_per_bohr": 0.034,
  "orbital_gap_ev": 6.3,
  "charge": 1
}

---

Record 12
{
  "formula": "C4H8O2",
  "method": "ωB97M-V with the def2-TZVPD basis set",
  "species": ["O", "C", "C", "C", "O", "C", "H", "H", "H", "H", "H", "H", "H", "H"],
  "coordinates": [[0.92, -0.57, -1.98], [0.32, 0.22, -1.09], [-1.05, -0.15, -0.55], [-1.02, 0.03, 0.96], [0.20, -0.54, 1.41], [1.22, -0.03, 0.63], [1.29, -0.53, -0.69], [0.48, 1.31, -1.18], [-1.23, -1.20, -0.81], [-1.81, 0.47, -1.02], [-1.84, -0.49, 1.48], [-1.06, 1.10, 1.23], [1.46, 1.02, 0.84], [2.12, -0.64, 0.77]],
  "e_lumo_ev": 0.87,
  "total_energy_ha": -307.5312,
  "largest_force_ha_per_bohr": 0.009,
  "orbital_gap_ev": 9.7
}